Record 1
This record from the Open Molecules 2025 dataset describes C25H38Cl3CoN4O4P2S as an isolated structure. The level of theory is the ωB97M-V functional and the def2-TZVPD basis.

```
78
Properties=species:S:1:pos:R:3:forces:R:3
Co 0.08004 0.22632 0.10220 0.049 -0.111 0.146
O -1.64415 1.26179 3.15895 -0.004 0.021 0.019
Cl -0.44806 0.69493 2.60940 0.062 0.147 -0.057
O 0.01835 1.60923 1.44322 0.103 0.009 -0.144
O -0.79000 -0.51470 1.76875 -0.123 -0.108 0.029
O 1.78351 -0.19163 0.94394 0.106 -0.362 0.183
C 4.45681 -0.06142 1.51002 0.044 0.056 0.014
P 3.08890 -0.98023 0.81154 -0.107 0.165 -0.090
C 3.35175 -1.08509 -0.97808 0.006 0.025 -0.011
N 4.20921 -1.98708 -1.38439 -0.048 -0.002 -0.034
C 4.37281 -2.16648 -2.71523 0.080 -0.082 0.081
C 5.29753 -3.12442 -3.19095 -0.022 0.031 -0.006
C 5.41944 -3.31547 -4.53496 0.001 -0.004 -0.035
C 4.63091 -2.57450 -5.45383 0.014 -0.016 0.010
C 3.73387 -1.64434 -5.01918 0.008 -0.014 0.037
C 3.59613 -1.41842 -3.62979 -0.092 0.089 -0.076
N 2.73399 -0.47177 -3.18717 0.127 -0.018 0.008
C 2.62204 -0.26481 -1.90025 -0.067 0.042 -0.019
P 1.47039 1.12274 -1.43869 -0.010 0.032 0.081
C 2.45114 2.35520 -0.53348 -0.005 0.005 0.014
C 0.91017 1.97010 -2.99463 -0.005 -0.026 0.013
C 0.03963 1.04531 -3.85051 0.022 -0.018 -0.015
C 0.10855 3.20192 -2.54677 0.012 0.057 -0.005
C 2.10741 2.46943 -3.82068 -0.020 0.022 0.044
C 3.07835 -2.61006 1.63016 -0.044 -0.016 0.011
C 2.14167 -3.58504 0.91574 0.030 -0.015 -0.045
C 2.55370 -2.36259 3.05571 -0.024 0.015 -0.007
C 4.49930 -3.18872 1.69064 0.026 0.018 0.011
H 5.39364 -0.47716 1.13850 0.005 0.004 0.009
H 4.43886 -0.13414 2.59683 0.003 0.006 0.001
H 4.39317 0.98736 1.23036 0.036 -0.029 0.031
H 5.88499 -3.68260 -2.47497 -0.002 0.002 0.007
H 6.12414 -4.04288 -4.91453 -0.002 0.002 -0.004
H 4.75178 -2.75318 -6.51367 0.004 -0.003 0.001
H 3.13064 -1.06502 -5.70493 -0.004 0.006 0.006
H 2.75153 3.15883 -1.20105 0.007 -0.002 0.003
H 3.34304 1.89529 -0.12128 -0.025 0.029 -0.044
H 1.85690 2.76076 0.28379 -0.007 0.000 -0.006
H -0.87391 0.75461 -3.33583 -0.048 -0.016 0.045
H 0.58463 0.15674 -4.16468 -0.037 0.035 0.012
H -0.25496 1.59457 -4.74691 -0.011 0.002 0.006
H -0.71224 2.96230 -1.87743 -0.045 -0.021 0.031
H -0.30993 3.66436 -3.44284 0.006 0.003 0.009
H 0.74378 3.94649 -2.06571 0.010 0.006 0.008
H 2.67846 1.66047 -4.25970 0.028 -0.063 -0.022
H 2.77819 3.11122 -3.24872 -0.006 -0.012 -0.024
H 1.70027 3.07989 -4.62948 0.013 -0.005 0.003
H 1.10629 -3.25735 0.97313 -0.082 0.037 -0.022
H 2.20594 -4.54998 1.42114 0.002 0.002 -0.007
H 2.42164 -3.73940 -0.12748 -0.008 0.005 -0.001
H 1.55362 -1.92762 3.04858 -0.002 -0.004 -0.006
H 3.21625 -1.72512 3.64200 -0.006 0.006 0.005
H 2.49564 -3.32543 3.56533 0.016 -0.001 -0.001
H 4.91835 -3.34875 0.69941 -0.005 -0.002 -0.007
H 4.44511 -4.15177 2.20059 -0.001 0.000 -0.001
H 5.17700 -2.55732 2.26506 0.000 -0.012 0.003
C -5.59150 1.78698 2.48140 0.014 -0.002 -0.007
C -4.39937 2.36690 1.80610 -0.004 0.077 0.023
C -3.90549 3.63322 2.00731 -0.038 -0.029 0.016
C -2.75147 4.02354 1.32845 0.063 -0.024 -0.064
N -2.11435 3.19187 0.48529 -0.055 0.068 -0.042
C -2.59052 1.98664 0.31523 0.089 -0.019 -0.142
S -1.87991 0.82482 -0.79333 -0.090 0.110 0.011
N -3.72064 1.58439 0.94226 -0.011 -0.147 0.064
C -2.15920 5.37832 1.49445 -0.005 -0.007 -0.002
H -6.12693 2.55140 3.03675 -0.001 -0.006 0.003
H -5.27028 1.00967 3.17838 -0.015 0.005 0.008
H -6.26950 1.33584 1.75590 -0.004 0.004 -0.002
H -4.40822 4.30750 2.68445 0.002 -0.001 0.001
H -4.01276 0.62448 0.79628 -0.007 -0.001 -0.005
H -2.74262 6.00185 2.16605 -0.001 0.002 0.002
H -2.08436 5.86160 0.51951 0.001 -0.003 0.002
H -1.14391 5.27869 1.88169 0.000 -0.005 -0.001
Cl -0.04238 -1.78121 -1.12258 0.075 0.105 -0.126
C -1.74698 -2.35751 -1.42340 0.008 -0.020 0.014
Cl -2.52565 -2.85133 0.04577 -0.023 -0.008 0.040
H -1.61280 -3.19750 -2.09558 0.011 -0.018 0.019
H -2.27990 -1.53501 -1.88356 0.031 0.000 -0.001
```
Positions in Å, forces in eV/Å.

Values from the calculation:
Total charge: +2
E_HOMO (alpha / beta), eV: -14.11 / -14.11
Spin multiplicity: 1
Energy relative to the best compared isomer or geometry (same formula, charge and spin), kcal per mole: 0.00


Record 2
This record from the Open Molecules 2025 dataset describes C25H38ClN8SeY as an isolated structure. The level of theory is the ωB97M-V functional and the def2-TZVPD basis.

```
74
Properties=species:S:1:pos:R:3:forces:R:3
Y 0.05307 -0.45274 0.21110 0.479 0.131 -0.285
C -2.30234 -3.97063 -1.62490 0.041 0.107 -0.164
N -1.93310 -2.55852 -1.81135 0.147 -0.100 0.104
C -0.59774 -2.37816 -2.38080 -0.236 -0.075 0.026
C -2.63080 -1.56810 -1.21090 -0.064 0.168 -0.135
N -1.98250 -0.55853 -0.60436 -0.589 0.192 -0.302
C -2.54530 0.76809 -0.63272 0.113 -0.266 0.249
C -3.11196 1.19302 -1.80430 -0.125 0.147 -0.215
C -3.75165 2.44078 -1.92373 0.031 -0.132 -0.099
C -3.79454 3.27502 -0.85200 -0.010 0.008 0.086
C -3.16342 2.91595 0.36449 0.087 0.003 0.036
C -3.21698 3.83890 1.43973 -0.041 -0.024 -0.101
C -2.59842 3.56841 2.61875 0.089 -0.054 0.111
C -1.88185 2.36619 2.75958 -0.066 0.183 0.232
C -1.82595 1.42513 1.76837 -0.007 -0.279 -0.120
N -0.99831 0.27561 1.98134 -0.419 0.303 0.515
C -0.96160 -0.35706 3.16975 0.111 0.116 0.054
N -2.02556 -0.48036 3.97099 -0.250 -0.140 0.140
C -3.39506 -0.41037 3.47036 0.154 0.008 0.078
C -1.91503 -0.62207 5.42732 -0.023 0.068 -0.164
N 0.20051 -0.92762 3.56027 0.070 -0.055 -0.040
C 0.24563 -2.23851 4.21737 0.024 0.169 0.073
C 1.50770 -0.37645 3.21276 -0.149 0.044 0.070
C -2.48659 1.66105 0.50413 -0.099 -0.032 0.031
N -3.97225 -1.64766 -1.25018 -0.178 -0.121 0.103
C -4.82912 -1.01902 -0.25090 0.056 -0.017 -0.148
C -4.69412 -2.24112 -2.37791 0.035 0.067 0.134
H -1.96088 -4.53642 -2.48955 -0.035 -0.012 -0.018
H -3.37314 -4.10226 -1.53286 -0.010 0.025 0.054
H -1.81332 -4.36457 -0.73341 0.064 -0.004 0.020
H -0.58903 -2.73535 -3.40991 -0.068 -0.005 -0.058
H 0.14030 -2.94672 -1.82507 0.115 -0.048 0.074
H -0.32276 -1.32662 -2.41313 -0.040 0.233 -0.035
H -3.08653 0.52763 -2.66027 -0.029 0.017 0.011
H -4.21621 2.71949 -2.86137 0.006 -0.030 0.012
H -4.30841 4.22791 -0.90681 0.029 -0.042 0.012
H -3.76035 4.76583 1.29767 0.015 -0.046 -0.006
H -2.63655 4.27329 3.44058 0.002 -0.045 -0.022
H -1.34855 2.17178 3.68490 -0.024 0.036 -0.033
H -3.40904 -0.60499 2.40461 0.054 -0.009 -0.050
H -3.84045 0.56583 3.66164 -0.023 0.045 0.018
H -3.98388 -1.17525 3.97434 -0.008 -0.018 0.009
H -0.90420 -0.40230 5.75424 0.029 0.002 -0.011
H -2.19450 -1.62320 5.75396 0.001 -0.019 0.001
H -2.59447 0.09380 5.89025 -0.008 0.012 -0.010
H -0.75036 -2.66427 4.28704 0.000 0.021 -0.039
H 0.67814 -2.16157 5.21636 -0.016 -0.007 -0.020
H 0.85982 -2.90205 3.61110 0.045 -0.021 -0.015
H 1.40502 0.64963 2.86789 -0.035 0.067 -0.052
H 2.02574 -0.98608 2.47005 -0.002 -0.075 -0.072
H 2.13768 -0.35783 4.10154 -0.004 -0.025 0.059
H -4.24809 -0.74494 0.62205 0.016 0.004 -0.022
H -5.59897 -1.73126 0.04832 0.016 0.000 -0.026
H -5.30998 -0.12443 -0.65175 -0.008 0.005 0.012
H -4.00115 -2.53594 -3.15878 0.015 0.003 -0.015
H -5.38082 -1.49308 -2.77810 -0.007 0.010 0.009
H -5.27852 -3.10714 -2.06390 0.012 0.003 0.006
C 0.88006 3.75372 1.41356 -0.071 0.126 -0.227
N 0.15308 4.04870 0.17660 0.207 0.232 0.323
C -0.53075 5.22991 -0.07130 0.112 -0.201 0.197
C -0.96537 5.17355 -1.34333 -0.018 -0.284 -0.201
N -0.54417 3.95701 -1.85920 -0.056 0.202 -0.423
C -0.73842 3.52293 -3.25052 0.016 0.127 0.286
C 0.15858 3.29474 -0.93134 -0.403 -0.023 0.027
Se 1.07117 1.69547 -1.24874 0.545 0.157 -0.190
H 0.49818 4.40469 2.19410 -0.005 0.015 0.002
H 1.94508 3.92508 1.27471 0.026 0.016 -0.033
H 0.70890 2.72138 1.69629 -0.029 -0.076 0.008
H -0.65212 5.99005 0.68252 0.041 -0.070 -0.046
H -1.54235 5.87419 -1.92366 0.062 -0.059 0.013
H -1.58270 4.06936 -3.66049 -0.001 0.014 0.009
H -0.94713 2.45807 -3.26731 -0.008 -0.017 0.024
H 0.15524 3.73035 -3.83412 0.035 0.013 0.002
Cl 0.74531 -2.72220 0.71026 0.264 -0.670 0.165
```
Positions in Å, forces in eV/Å.

Values from the calculation:
Total charge: +2
E_HOMO, eV: -13.15
Spin multiplicity: 1


Record 3
This record from the Open Molecules 2025 dataset describes C25H39Br42N4O as an isolated structure in a non-equilibrium geometry. The level of theory is the ωB97M-V functional and the def2-TZVPD basis.

```
111
Properties=species:S:1:pos:R:3:forces:R:3
C 8.69837 -2.97957 0.85322 0.310 0.121 0.527
O 9.00919 -3.96451 -0.10473 -0.408 0.246 -0.042
C 8.11552 -4.03231 -1.20276 0.645 -0.529 -0.456
C 8.75634 -3.51367 -2.51257 -1.027 0.286 1.463
C 8.68438 -1.97669 -2.56030 0.714 -0.095 -1.109
C 7.57496 -1.40049 -3.45912 -0.426 0.144 0.734
C 6.20425 -2.11316 -3.36702 -0.275 0.577 -0.253
C 5.13761 -1.17425 -2.76470 0.646 -1.033 0.555
C 3.76983 -1.83507 -2.50484 -0.465 0.924 -1.081
C 3.42825 -3.06772 -3.35298 -0.287 0.043 0.673
C 3.72100 -4.33427 -2.52190 0.499 -0.231 -0.956
N 3.66337 -5.55639 -3.27677 -0.649 0.011 0.646
N 2.71695 -4.31176 -1.42087 -0.123 2.466 -2.686
C 2.58030 -3.09666 -0.87958 0.134 -0.119 0.381
N 1.44898 -2.80014 -0.22287 -0.265 -0.046 -0.380
N 3.60514 -2.14900 -1.04133 0.388 -1.021 1.015
H 7.62559 -2.90855 1.07127 -0.021 -0.092 -0.180
H 9.07200 -1.98459 0.58757 -0.070 -0.042 -0.151
H 9.19067 -3.26206 1.78479 0.020 -0.043 -0.065
H 7.89268 -5.09579 -1.35220 -0.184 0.053 0.172
H 7.19272 -3.48929 -0.96514 -0.036 -0.044 -0.011
H 9.77719 -3.88932 -2.49143 0.002 0.005 -0.328
H 8.16830 -3.97988 -3.30657 0.393 0.107 -0.340
H 8.62805 -1.53571 -1.56530 -0.114 -0.215 0.089
H 9.63373 -1.62423 -2.97483 -0.058 0.180 0.117
H 7.87082 -1.31219 -4.50385 0.198 -0.281 0.049
H 7.41020 -0.37106 -3.12281 0.098 0.039 -0.166
H 5.92465 -2.41109 -4.37967 -0.149 -0.154 0.103
H 6.21682 -3.00701 -2.74387 0.336 -0.117 -0.172
H 5.05762 -0.26937 -3.36319 -0.254 0.000 0.047
H 5.54003 -0.90464 -1.78147 -0.143 0.435 -0.091
H 3.01739 -1.07981 -2.74482 -0.028 0.025 0.352
H 3.86877 -3.09755 -4.34478 0.330 0.065 0.148
H 2.34064 -3.05025 -3.50836 0.067 -0.181 -0.196
H 4.69822 -4.29700 -2.04010 0.011 0.058 -0.071
H 2.84195 -5.56087 -3.87093 0.146 -0.137 -0.216
H 4.49078 -5.67416 -3.84317 0.024 -0.066 0.018
H 1.82119 -4.68174 -1.74012 0.050 -0.710 0.648
H 1.39859 -2.59954 0.78433 0.601 0.165 -0.891
H 0.57947 -2.84087 -0.73424 -0.182 -0.697 0.373
H 4.46559 -2.60466 -0.72535 0.178 0.314 -0.073
C 1.88780 2.53901 -2.14797 -0.092 0.216 -0.029
Br 3.78633 2.71777 -2.38161 0.073 -0.217 -0.273
Br 0.98813 2.25903 -3.82599 0.077 -0.090 0.064
Br 1.44199 1.18603 -0.85765 0.088 -0.020 -0.120
H 1.53242 3.47907 -1.74216 -0.015 0.011 -0.036
C -0.20330 0.26326 2.97647 -0.190 0.185 0.344
Br -0.03911 2.10404 2.45335 0.054 -0.121 -0.119
Br -1.97652 -0.11496 3.59541 0.034 0.118 -0.374
Br 0.33990 -0.94795 1.56067 -0.501 0.939 0.595
H 0.47637 0.10027 3.79963 0.084 -0.089 -0.052
C -5.65771 0.73039 5.30112 0.008 0.028 0.102
Br -5.14307 2.49509 4.70669 -0.027 -0.047 0.004
Br -7.50937 0.61751 5.79054 0.100 0.055 -0.076
Br -5.18057 -0.58566 3.97771 -0.253 -0.078 0.079
H -5.07872 0.52189 6.18953 0.025 -0.022 -0.023
C -6.10131 6.06656 6.34895 -0.030 -0.001 -0.004
Br -4.75734 6.94646 7.40725 -0.035 -0.026 -0.052
Br -7.42763 5.20794 7.45401 0.092 0.102 0.009
Br -6.89480 7.27068 5.06793 0.043 0.044 0.116
H -5.60392 5.28789 5.78771 -0.015 -0.010 -0.017
C -9.87155 4.94634 3.55464 0.042 -0.008 0.039
Br -11.40761 3.78830 3.53511 0.078 0.040 -0.045
Br -8.26839 4.00251 4.03434 -0.111 -0.219 -0.132
Br -9.63102 5.86727 1.88039 -0.063 0.063 -0.012
H -10.04776 5.69791 4.31202 0.034 0.021 -0.016
C -9.62156 4.80086 -2.03538 0.133 -0.034 0.059
Br -11.16919 3.65987 -2.06471 -0.002 0.033 -0.018
Br -8.05660 3.85751 -1.43902 -0.026 -0.024 -0.005
Br -9.31697 5.64819 -3.73677 -0.061 -0.011 -0.045
H -9.81931 5.58496 -1.31835 -0.024 -0.009 0.002
C -1.39266 6.01174 -3.71848 0.585 0.282 0.016
Br -1.41329 4.94960 -2.10828 -0.083 -0.067 0.034
Br -2.25666 7.70714 -3.45537 1.777 1.241 0.619
Br 0.39525 6.21471 -4.40362 -0.022 0.012 0.066
H -1.96268 5.47183 -4.46142 0.281 0.000 0.015
C 2.49422 5.04290 1.75858 0.157 -0.032 0.206
Br 3.95557 4.39928 0.67980 -0.246 0.119 0.157
Br 2.90169 6.72369 2.59432 -0.071 -0.044 -0.070
Br 0.84078 5.12519 0.76460 0.080 0.065 -0.069
H 2.34440 4.32047 2.54942 0.006 -0.017 -0.014
C 1.61314 -7.07284 1.86192 -0.073 -0.094 0.099
Br 2.19473 -8.87724 1.57007 -0.003 0.106 -0.021
Br 2.09472 -6.42930 3.61098 -0.004 0.005 -0.101
Br 2.24549 -5.87665 0.47016 -0.195 -1.254 1.292
H 0.53198 -7.07676 1.81075 0.013 0.047 -0.035
C -5.53647 6.38410 -5.52893 -0.117 -0.168 -0.020
Br -4.24087 5.81718 -4.21972 -2.527 -1.365 -0.721
Br -5.08760 8.09854 -6.27800 0.044 -0.053 0.035
Br -5.79617 5.05422 -6.89717 0.011 0.061 0.027
H -6.47884 6.49764 -5.01174 0.012 -0.016 0.035
C -0.64931 -3.13169 6.31508 -0.047 -0.039 -0.013
Br -1.84532 -3.13028 7.81715 0.026 0.035 -0.088
Br -1.51539 -3.75843 4.71074 0.045 0.000 0.042
Br 0.17210 -1.40143 6.06503 0.146 -0.188 0.272
H 0.14620 -3.82814 6.53724 0.016 0.022 -0.009
C -10.02676 -0.00164 -2.91638 -0.017 0.003 0.008
Br -11.25419 -1.34463 -3.54435 0.062 0.034 0.022
Br -9.60652 -0.23534 -1.05278 -0.003 0.016 -0.048
Br -8.43606 0.07637 -3.99858 -0.037 0.002 0.032
H -10.52151 0.95451 -3.01189 0.026 0.009 0.003
C -2.44227 -8.75128 0.86346 0.016 -0.115 0.009
Br -1.89016 -10.56751 0.57485 0.011 0.098 0.004
Br -1.98224 -8.13898 2.62959 0.012 0.023 0.012
Br -1.74061 -7.56790 -0.49106 0.031 -0.011 0.036
H -3.51968 -8.72450 0.78482 0.005 0.044 -0.013
C -1.09353 6.14799 4.13849 0.014 0.087 0.010
Br -2.20031 7.56890 3.46666 0.019 -0.070 0.040
Br 0.03428 6.73709 5.58241 -0.063 -0.032 -0.027
Br -2.13884 4.60810 4.64150 -0.026 0.017 0.011
H -0.44425 5.84224 3.32964 -0.006 -0.003 -0.008
```
Positions in Å, forces in eV/Å.

Values from the calculation:
Total charge: +1
E_HOMO, eV: -10.66
Spin multiplicity: 1


no.,molecular weight (g/mol)
1,717.91
2,653.95
3,3767.58